(1)
ORCA calculation (ωB97M-V with the def2-TZVPD basis set) on a gas-phase ion, C3H7NO2S (charge -1) in a non-equilibrium geometry.

Properties
- orbital gap (alpha / beta) (hartree) = 0.09146 / 0.31453
- LUMO energy (alpha / beta) (eV) = 3.27 / 3.33
- charge = -1
- spin multiplicity = 2

The geometry in XYZ format:
```
14
Properties=species:S:1:pos:R:3:nbo_charge:R:1
O 1.0816 -2.1615 -1.1495 -0.6028
C 0.8703 -1.0097 -0.8967 0.7851
O 1.3039 -0.0142 -1.7430 -0.7332
C 0.1693 -0.4374 0.3058 -0.2108
C -1.0402 0.4054 -0.1492 -0.6987
S -2.4826 0.1817 0.9921 -0.4106
N 1.1240 0.2459 1.1785 -0.8561
H 1.4606 -0.4986 -2.5749 0.4774
H -0.2236 -1.3093 0.8280 0.2183
H -0.8050 1.4659 -0.0138 0.1948
H -1.4407 0.1931 -1.1352 0.2148
H -2.1313 1.2833 1.7504 -0.0742
H 1.5951 1.0093 0.7071 0.3532
H 0.5184 0.6462 1.9003 0.3428
```

---

(2)
ORCA calculation (ωB97M-V with the def2-TZVPD basis set) on C3H7NO2S in the gas phase in a non-equilibrium geometry.

Properties
- orbital gap (hartree) = 0.37602
- LUMO energy (eV) = 0.68

The geometry in XYZ format:
```
14
Properties=species:S:1:pos:R:3:nbo_charge:R:1
C -0.7225 0.8361 -0.2612 -0.4648
C -1.0641 -0.6819 -0.5513 0.3863
C 0.2952 0.8553 0.8120 -0.5391
N 2.4922 0.0947 -0.3991 -1.0734
O -2.0054 -1.1265 0.3425 -0.7173
O 0.1435 -1.2521 -0.4518 -0.7395
S 1.4384 -0.6340 0.5145 1.2287
H -0.3254 1.1874 -1.1858 0.2225
H -1.5928 1.4659 0.0910 0.2313
H -1.6749 -1.9563 0.6668 0.4799
H -1.3259 -0.7924 -1.6197 0.1529
H 0.9942 1.6654 0.6909 0.2516
H -0.0198 0.6588 1.8137 0.2188
H 3.3673 -0.3204 -0.4626 0.3619
```

---

(3)
ORCA calculation (ωB97M-V with the def2-TZVPD basis set) on C3H7NO2S in the gas phase in a non-equilibrium geometry.

Properties
- orbital gap (hartree) = 0.30510
- LUMO energy (eV) = 0.50

The geometry in XYZ format:
```
14
Properties=species:S:1:pos:R:3:nbo_charge:R:1
C -0.4240 1.4537 -0.9145 -0.5522
C -0.6703 -0.0898 -1.1674 -0.2421
C 0.5489 -1.0369 0.8417 0.2418
N 0.2535 -1.0670 -0.6153 -0.6443
O -1.1918 0.9008 1.8439 -0.9855
O 1.8244 -1.1559 1.2668 -0.6995
S 0.0270 1.0077 1.0190 0.9503
H 0.3262 2.1123 -1.1397 0.2171
H -1.3246 2.0510 -0.7592 0.2342
H -1.5517 -0.3305 -0.6758 0.2089
H -0.7655 -0.4547 -2.2175 0.2132
H -0.2166 -1.3922 1.4622 0.1759
H 1.1998 -1.0879 -1.1516 0.3751
H 1.9646 -0.9105 2.2074 0.5069
```

---

(4)
ORCA calculation (ωB97M-V with the def2-TZVPD basis set) on 2 unconnected molecules or ions with the total composition C3H7NO2S in a non-equilibrium geometry.

Properties
- orbital gap (alpha / beta) (hartree) = 0.29168 / 0.29178
- LUMO energy (alpha / beta) (eV) = -0.85 / -0.85

The geometry in XYZ format:
```
14
Properties=species:S:1:pos:R:3:nbo_charge:R:1
C -1.3076 -0.2350 1.0547 -0.6822
C 0.9588 -1.0852 -0.9537 -0.4018
C -0.8157 0.3263 -0.2610 -0.0720
N -0.0099 1.4151 -0.3945 0.4376
O 0.3086 1.9507 -1.4204 -0.4333
O 0.7089 1.5879 0.6154 -0.4953
S 1.8913 -0.8471 0.4736 0.0947
H -1.3604 0.5553 1.8630 0.2528
H -0.5291 -0.9052 1.4726 0.2335
H -2.2293 -0.8712 0.9097 0.2328
H 1.1617 -0.6401 -1.8236 0.2030
H 0.5092 -1.9691 -0.9188 0.1963
H -1.3635 0.1684 -1.1668 0.2132
H 2.0768 0.5492 0.5499 0.2207
```

---

(5)
ORCA calculation (ωB97M-V with the def2-TZVPD basis set) on a molecular structure, C3H7NO2S in a non-equilibrium geometry.

Properties
- orbital gap (hartree) = 0.35096
- LUMO energy (eV) = 0.55

The geometry in XYZ format:
```
14
Properties=species:S:1:pos:R:3:nbo_charge:R:1
C -0.1609 1.1484 -0.7182 -0.2643
C -0.8267 1.0012 0.6442 -0.6011
C 0.6697 -1.1949 0.1306 0.0522
N 0.0041 -0.1106 -1.3699 -0.6426
O 1.3962 0.4834 2.0123 -0.9779
O 0.0782 -2.4053 0.0548 -0.6908
S 0.1761 -0.2193 1.6234 1.2307
H -0.7671 1.8062 -1.3542 0.2096
H 0.8299 1.5958 -0.5896 0.2046
H -0.8695 1.9360 1.1964 0.2416
H -1.8252 0.5743 0.5471 0.2137
H 1.7412 -1.1256 -0.0316 0.2011
H -0.9062 -0.5506 -1.4914 0.3286
H 0.4602 -2.9389 -0.6538 0.4946
```

---

(6)
ORCA calculation (ωB97M-V with the def2-TZVPD basis set) on 2 unconnected molecules or ions with the total composition C3H7NO3 in a non-equilibrium geometry.

Properties
- orbital gap (alpha / beta) (hartree) = 0.14231 / 0.31165
- LUMO energy (alpha / beta) (eV) = 3.88 / 3.83
- charge = -1
- spin multiplicity = 2

The geometry in XYZ format:
```
14
Properties=species:S:1:pos:R:3:nbo_charge:R:1
O -0.7362 1.7224 -0.4438 -0.7922
C 0.0866 0.8989 0.0539 0.5455
N -0.2266 -0.2577 0.7217 -0.6016
C 0.6902 -1.2926 1.0738 0.2621
O 0.3410 -2.2998 1.7267 -0.7525
C 1.5604 1.1626 -0.0471 -0.7188
H -1.1961 -0.5683 0.7416 0.3992
H 1.7251 -0.9803 0.9631 0.0827
H 2.2590 1.1186 0.8003 0.2014
H 1.8770 0.3555 -0.7691 0.1886
H 1.6370 2.0954 -0.5822 0.2174
H -2.4407 -0.1243 -2.7130 0.4415
H -1.5450 0.7035 -1.8509 0.5000
O -1.5699 -0.1764 -2.3000 -0.9733
```

---

(7)
ORCA calculation (ωB97M-V with the def2-TZVPD basis set) on 2 unconnected molecules or ions with the total composition C3H7NO3 in a non-equilibrium geometry.

Properties
- orbital gap (hartree) = 0.39856
- LUMO energy (eV) = 0.82
- SMILES = O=C=O.CCON

The geometry in XYZ format:
```
14
Properties=species:S:1:pos:R:3:nbo_charge:R:1
C -0.4519 -0.9277 -0.5754 -0.0741
C 0.6353 -1.3991 0.3774 -0.6482
C -0.9546 1.8112 1.4937 1.0474
N 0.4315 1.3064 -1.1362 -0.5100
O -0.6176 0.5371 -0.6047 -0.4299
O -2.0839 1.9540 1.3107 -0.5161
O 0.1276 1.7034 1.8706 -0.5442
H 1.2757 1.1434 -0.5882 0.3343
H 0.5924 1.0022 -2.0971 0.3306
H -1.4316 -1.2981 -0.2735 0.1976
H -0.2372 -1.2460 -1.6051 0.1658
H 1.6209 -1.0682 0.0530 0.2049
H 0.4451 -1.0318 1.3825 0.2210
H 0.6483 -2.4867 0.3923 0.2209
```

---

(8)
ORCA calculation (ωB97M-V with the def2-TZVPD basis set) on C3H7NO3 in the gas phase in a non-equilibrium geometry.

Properties
- orbital gap (hartree) = 0.37380
- LUMO energy (eV) = 0.51
- SMILES = O=C(O)NCCO

The geometry in XYZ format:
```
14
Properties=species:S:1:pos:R:3:nbo_charge:R:1
C 0.5270 -0.2321 1.1831 -0.2518
C 0.9982 -1.6866 0.7614 -0.0710
O 0.0289 -2.3395 -0.0385 -0.7322
N -0.6022 0.2260 0.4112 -0.6259
C -0.5399 1.2286 -0.4886 0.8748
O 0.7365 1.5199 -0.9034 -0.7174
O -1.5500 1.7538 -0.9169 -0.6266
H 1.3995 0.3908 1.0368 0.2226
H 0.3557 -0.3521 2.2560 0.1933
H 1.0968 -2.3113 1.6538 0.1683
H 1.9702 -1.6189 0.2669 0.1654
H 0.3187 -2.4664 -0.9331 0.4777
H -1.4129 -0.3303 0.5647 0.4214
H 0.6262 1.6096 -1.8576 0.5015
```

---

(9)
ORCA calculation (ωB97M-V with the def2-TZVPD basis set) on C3H7NO3 in the gas phase in a non-equilibrium geometry.

Properties
- orbital gap (hartree) = 0.36250
- LUMO energy (eV) = 0.08
- SMILES = C[C@@]1(O)OO[C@@H]1N

The geometry in XYZ format:
```
14
Properties=species:S:1:pos:R:3:nbo_charge:R:1
C 1.5826 0.8534 0.3469 -0.6494
C 0.5169 -0.2244 0.3287 0.4806
O 1.0276 -1.3580 -0.2317 -0.6818
O -0.0681 -0.4965 1.5895 -0.2790
H 0.3805 -2.0719 -0.1398 0.4835
H 1.8994 1.0633 -0.6722 0.2230
H 2.4292 0.4771 0.9184 0.2266
H 1.1965 1.7510 0.8206 0.2238
N -1.6228 -0.5869 -1.0354 -0.8463
C -0.9003 0.3303 -0.2290 0.1640
O -1.2930 0.4558 1.1059 -0.2698
H -2.0165 -1.3452 -0.4914 0.3738
H -2.3487 -0.1447 -1.5827 0.3776
H -0.7833 1.2967 -0.7279 0.1735
```

---

(10)
ORCA calculation (ωB97M-V with the def2-TZVPD basis set) on C3H7NO3 in the gas phase in a non-equilibrium geometry.

Properties
- orbital gap (hartree) = 0.37953
- LUMO energy (eV) = 0.35
- SMILES = N[C@@H](CO)C(=O)O

The geometry in XYZ format:
```
14
Properties=species:S:1:pos:R:3:nbo_charge:R:1
C 0.0939 0.5758 -0.3324 -0.2221
C -0.9290 -0.3905 0.0655 0.7813
C 1.4737 0.5592 0.2726 -0.0489
H -0.9320 1.7509 0.9684 0.3607
H -1.2987 2.1943 -0.7023 0.3844
H 0.1492 0.3675 -1.3980 0.2396
H 2.0040 1.5459 0.0529 0.2175
H 1.2686 0.5077 1.4102 0.1450
H 1.5457 -1.2307 -0.0319 0.4788
H -1.0416 -2.1613 0.0001 0.4932
N -0.5190 1.9122 -0.0420 -0.8327
O -2.1529 -0.3648 0.1192 -0.5571
O 2.1793 -0.5710 -0.0955 -0.7036
O -0.2631 -1.6675 -0.0287 -0.7359
```

---

(11)
ORCA calculation (ωB97M-V with the def2-TZVPD basis set) on C3H7NO3 in the gas phase in a non-equilibrium geometry.

Properties
- orbital gap (hartree) = 0.36542
- LUMO energy (eV) = 0.33
- SMILES = N[C@@H](CO)C(=O)O

The geometry in XYZ format:
```
14
Properties=species:S:1:pos:R:3:nbo_charge:R:1
C 0.1169 0.7317 -0.4139 -0.1784
C -1.1119 -0.1968 -0.1443 0.7546
C 1.3328 -0.0752 -0.8964 -0.0738
H 1.0521 1.0302 1.4525 0.3718
H -0.3378 1.8927 1.2740 0.3735
H -0.2755 1.3329 -1.2712 0.2272
H 1.0569 -0.6744 -1.7548 0.1820
H 2.1608 0.5968 -1.0869 0.1862
H 2.4311 -1.4597 -0.0860 0.4878
H 0.0014 -1.1695 1.0755 0.5079
N 0.5143 1.5576 0.7384 -0.8251
O -2.2138 -0.0448 -0.6402 -0.5694
O 1.7236 -0.8896 0.1996 -0.7567
O -0.9743 -0.9669 0.9352 -0.6876
```

---

(12)
ORCA calculation (ωB97M-V with the def2-TZVPD basis set) on 2 unconnected molecules or ions with the total composition C3H7NO3.

Properties
- orbital gap (hartree) = 0.36035
- LUMO energy (eV) = 0.29
- SMILES = NCC=O.O=CO

The geometry in XYZ format:
```
14
Properties=species:S:1:pos:R:3:nbo_charge:R:1
O -0.8661 -2.6087 2.2365 -0.5173
C 0.0841 -2.3224 1.5653 0.4390
C 0.0623 -1.3326 0.4355 -0.3285
N 1.0153 -0.2628 0.7343 -0.8248
H 1.0669 -2.7856 1.7614 0.1065
H 0.3892 -1.8444 -0.4724 0.2123
H -0.9611 -0.9923 0.2512 0.1804
H 1.0550 0.3868 -0.0428 0.3773
H 0.6543 0.2785 1.5051 0.3503
O 0.1623 1.0184 -2.2072 -0.5433
C -0.4790 1.9565 -1.8603 0.6460
O -0.2325 2.6355 -0.7101 -0.6856
H -1.3481 2.3572 -2.4020 0.0985
H -0.6027 3.5159 -0.7945 0.4890
```

---

Taking the records one at a time from the top gives energy relative to the best compared isomer or geometry (same formula, charge and spin) values of 0.000, 2.940, 4.243, 6.862, 3.548, 0.269, 2.449, 1.447, 4.810, 2.415, 1.437, 1.997 eV.